Entry A
Entry from the OMol25 dataset: a gas-phase ion, C5H10NO2 (charge -1) (ωB97M-V with the def2-TZVPD basis set).

The geometry in ORCA input format:
```
! RIJCOSX wB97M-V def2-TZVPD def2/J DEFGRID3
* xyz -1 1
C -1.2275 -1.0829 1.6212
C -1.2848 -0.8443 0.0914
C -0.5628 0.4137 -0.3584
C 0.9456 0.3580 -0.2573
N 1.5247 -0.5319 -1.2638
C 1.5702 1.7795 -0.3001
O 1.0983 2.5895 0.5239
O 2.3712 1.9816 -1.2503
H -0.3544 -0.6224 2.0610
H -2.0821 -0.6192 2.0864
H -1.2834 -2.1480 1.8597
H -2.3370 -0.7550 -0.1930
H -0.9342 -1.7163 -0.4564
H -0.9173 1.2781 0.1902
H -0.8414 0.6524 -1.3990
H 1.1675 -0.0371 0.7260
H 0.8578 -0.6939 -2.0110
H 2.2897 -0.0020 -1.6705
*
```

Computed properties:
SMILES string: CCC[C@@H](N)C(=O)[O-]
HOMO level, Eh: -0.1468
Frontier orbital gap, eV: 7.89

Entry B
Entry from the OMol25 dataset: a molecular structure, C5H10NO2 (ωB97M-V with the def2-TZVPD basis set).

The geometry in ORCA input format:
```
! RIJCOSX wB97M-V def2-TZVPD def2/J DEFGRID3
* xyz -1 1
C 0.2982 0.6507 0.8165
C 0.0361 1.4110 -0.4894
C -0.9365 2.6087 -0.4471
O -1.1957 3.1718 -1.6163
C 0.1130 -0.8934 0.7078
N 0.3005 -1.4328 -0.5485
C 0.6575 -2.8232 -0.3376
O 0.2796 -1.5333 1.7523
H -0.3998 0.8530 1.6350
H 1.3088 0.8511 1.1707
H -0.5491 0.7436 -1.1306
H 0.9626 1.5946 -1.0230
H -0.4753 3.3598 0.2873
H -1.8235 2.2653 0.1820
H -0.8227 -1.1603 -0.1815
H 0.0360 -3.3070 0.4210
H 1.6761 -2.9259 0.0341
H 0.5341 -3.4339 -1.2328
*
```

Computed properties:
HOMO level, Eh: -0.0821
Frontier orbital gap, eV: 5.45

Entry C
Entry from the OMol25 dataset: a molecular structure, C5H10NO2 (ωB97M-V with the def2-TZVPD basis set).

The geometry in ORCA input format:
```
! RIJCOSX wB97M-V def2-TZVPD def2/J DEFGRID3
* xyz -1 1
C 0.8558 0.0457 2.0981
N 0.7917 0.7151 0.9421
C -2.3341 -0.2097 -1.0214
C -1.3896 0.5428 -0.0553
C 0.0928 -0.0245 -0.0889
C 0.6246 0.3376 -1.4724
O 0.1724 -1.0265 -2.5726
O 1.7696 -0.1122 2.9217
H -0.1155 -0.4025 2.3141
H 0.9296 -0.3277 -2.4914
H -2.1189 0.2092 -1.9808
H -3.4003 -0.3700 -0.7299
H -1.9046 -1.2084 -1.0509
H -1.2123 1.5864 -0.3218
H -1.8548 0.4835 0.9685
H 0.1754 -1.1144 0.0058
H 1.6332 0.6834 -1.2065
H 0.1600 1.2648 -1.9716
*
```

Computed properties:
HOMO level, Eh: -0.1178
Frontier orbital gap, eV: 6.95

Entry D
Entry from the OMol25 dataset: a molecular structure, C5H10NO2 (ωB97M-V with the def2-TZVPD basis set).

The geometry in ORCA input format:
```
! RIJCOSX wB97M-V def2-TZVPD def2/J DEFGRID3
* xyz -1 1
C -0.2896 -0.0637 -0.8137
C -1.2303 0.0981 0.3711
C -2.7352 0.2390 -0.1270
O -3.5839 0.5648 0.8376
C 1.1793 -0.2510 -0.4237
N 1.6250 0.5270 0.4873
C 3.0254 0.2034 0.7901
O 1.8114 -1.1945 -1.1199
H -0.6607 -0.8560 -1.4630
H -0.2525 0.8481 -1.4218
H -1.3124 -0.7611 1.0423
H -1.0164 1.0398 0.8654
H -2.5848 1.0178 -0.9379
H -2.9913 -0.7377 -0.6371
H 1.4048 -1.5378 -0.1572
H 3.7201 0.9255 0.3463
H 3.2355 0.3959 1.8528
H 3.3765 -0.8204 0.6519
*
```

Computed properties:
HOMO level, Eh: -0.0815
Frontier orbital gap, eV: 5.27

The relative energies come out as entry A 0.000; entry B 4.891; entry C 5.644; entry D 4.982, with values in eV.

Entry A
Entry from the OMol25 dataset: a gas-phase ion, C4H9N2O2 (charge +1) (ωB97M-V with the def2-TZVPD basis set).

The geometry in ORCA input format:
```
! RIJCOSX wB97M-V def2-TZVPD def2/J DEFGRID3
* xyz 1 1
N -2.1720 -0.9380 1.3307
C -1.2283 -0.0200 1.0549
O -0.8157 0.7776 1.8757
C -0.7596 0.0697 -0.3942
C 0.6323 0.7080 -0.4327
N 1.3998 0.1577 -1.6410
C 1.4493 0.2060 0.7667
O 1.8926 -0.9033 0.6630
H -2.5339 -0.9365 2.2742
H -2.4813 -1.6626 0.6980
H -1.4753 0.7480 -0.8297
H -0.7792 -0.9396 -0.8001
H 0.6305 1.7899 -0.5448
H 2.3899 0.2483 -1.4478
H 1.0883 0.6604 -2.4663
H 1.1977 -0.8376 -1.7304
H 1.5650 0.8721 1.6239
*
```

Computed properties:
SMILES string: NC(=O)C[C@H]([NH3+])C=O
HOMO level, Eh: -0.5172
Frontier orbital gap, eV: 10.32

Entry B
Entry from the OMol25 dataset: a gas-phase ion, C4H9N2O2 (charge +1) (ωB97M-V with the def2-TZVPD basis set).

The geometry in ORCA input format:
```
! RIJCOSX wB97M-V def2-TZVPD def2/J DEFGRID3
* xyz 1 1
C -2.1713 1.1685 -0.2397
C -1.3644 0.1635 0.5076
N -1.0243 -0.9298 -0.1054
C 0.2583 -1.4215 0.1840
C 1.1176 -0.1401 0.1151
O 0.5366 0.9547 0.1268
N 2.3755 -0.2878 -0.1551
O 3.3191 0.7271 -0.0124
H -3.1877 0.9586 -0.0652
H -1.8857 0.9801 -1.2891
H -1.9382 2.1916 0.0812
H -0.9727 0.2301 1.5779
H -1.2664 -1.0400 -1.1213
H 0.3817 -2.0603 -0.6506
H 0.1843 -1.7478 1.2053
H 2.7708 -1.2830 -0.1337
H 2.8667 1.5363 -0.0252
*
```

Computed properties:
SMILES string: C/C=[NH+]/CC(=O)NO
HOMO level, Eh: -0.5269
Frontier orbital gap, eV: 10.49

The relative energies come out as entry A 0.000; entry B 2.590, with values in eV.

Entry A
Entry from the OMol25 dataset: a single CHF2NO2 molecule (ωB97M-V with the def2-TZVPD basis set).

The geometry in ORCA input format:
```
! RIJCOSX wB97M-V def2-TZVPD def2/J DEFGRID3
* xyz 0 1
O -2.0860 -0.7547 -0.8078
C -1.1752 -0.0394 -0.5152
O -0.2991 -0.4355 0.3058
N 1.0585 0.4331 0.4150
F 2.0408 -0.3219 -0.2028
F 1.4168 0.1943 1.6913
H -0.9558 0.9242 -0.8863
*
```

Computed properties:
SMILES string: O=CON(F)F
HOMO level, Eh: -0.4122
Frontier orbital gap, eV: 11.03

Entry B
Entry from the OMol25 dataset: 2 unconnected molecules or ions with the total composition CHF2NO2 (ωB97M-V with the def2-TZVPD basis set).

The geometry in ORCA input format:
```
! RIJCOSX wB97M-V def2-TZVPD def2/J DEFGRID3
* xyz 0 1
C 1.2728 0.2922 0.0624
N -1.7564 -0.0077 0.4178
O 2.3206 0.3048 -0.5070
O 0.5227 0.9000 0.7820
F -1.0653 -1.1381 0.2132
F -2.0057 0.4246 -0.8124
H 0.7113 -0.7758 -0.1559
*
```

Computed properties:
HOMO level (alpha / beta), Eh: -0.4218 / -0.4029
Frontier orbital gap (alpha / beta), eV: 10.49 / 7.72

The relative energies come out as entry A 0.000; entry B 1.281, with values in eV.

Entry A
Entry from the OMol25 dataset: 11 unconnected molecules or ions with the total composition C17H56O11 (ωB97M-V with the def2-TZVPD basis set).

The geometry in ORCA input format:
```
! RIJCOSX wB97M-V def2-TZVPD def2/J DEFGRID3
* xyz 0 1
C -3.7943 0.7975 0.0590
C -3.9695 0.2934 -1.3685
O -5.1768 0.8357 -1.8330
H -2.7847 0.5309 0.3718
H -4.5237 0.4435 0.7875
H -3.7917 1.8809 -0.0606
H -3.9391 -0.7888 -1.2417
H -3.1063 0.6497 -1.9307
H -4.9072 1.5624 -2.3994
C -3.4002 -2.9568 1.4046
C -2.9394 -3.3132 2.7774
O -4.0724 -3.7548 3.4562
H -3.9359 -3.7885 0.9470
H -2.5271 -2.6418 0.8330
H -4.0505 -2.0822 1.4173
H -2.5532 -2.3883 3.2059
H -2.1610 -4.0754 2.8114
H -3.8794 -4.0059 4.3625
C -0.6208 1.3508 -3.3918
C 0.4417 0.7486 -4.2350
O 0.3127 1.3613 -5.4890
H -0.3124 2.3763 -3.1886
H -0.6686 0.8171 -2.4426
H -1.5961 1.3931 -3.8765
H 0.3100 -0.3294 -4.3282
H 1.4545 0.9287 -3.8747
H -0.4500 0.9414 -5.8934
C 4.0421 -1.0406 0.2286
C 4.4483 -0.5851 -1.1415
O 3.4836 0.1009 -1.7945
H 4.8430 -1.4135 0.8671
H 3.3386 -1.8525 0.0439
H 3.5511 -0.2420 0.7846
H 4.8421 -1.3953 -1.7550
H 5.2918 0.0920 -1.0064
H 3.3317 0.9240 -1.3243
C -1.4789 -2.3429 -2.9336
C -1.6188 -3.6938 -2.2739
O -2.5713 -4.3896 -2.9905
H -0.6117 -1.7892 -2.5736
H -2.3396 -1.6972 -2.7597
H -1.4034 -2.3813 -4.0203
H -1.9296 -3.6004 -1.2333
H -0.7175 -4.3047 -2.3241
H -2.5297 -5.2986 -2.6848
C 0.2764 0.0032 0.0929
C -0.0559 0.3486 1.5184
O -0.7768 -0.6411 2.1280
H 0.9759 0.6855 -0.3901
H -0.5736 0.1798 -0.5662
H 0.6551 -1.0064 -0.0667
H -0.4961 1.3449 1.5602
H 0.8639 0.5272 2.0753
H -1.2442 -0.1696 2.8214
C 2.9354 2.4524 4.2473
O 2.7944 3.8576 4.2677
H 3.5362 2.1527 3.3886
H 3.4112 2.1983 5.1945
H 1.9735 1.9430 4.1888
H 2.2647 3.9962 5.0562
C 4.2017 3.1788 -0.9015
O 3.1253 2.5720 -0.2642
H 4.0504 3.1513 -1.9806
H 4.4167 4.2290 -0.7044
H 5.1090 2.6042 -0.7151
H 2.3851 3.1784 -0.1869
C -2.0279 0.0327 5.1063
O -2.1503 0.8810 3.9687
H -1.7003 0.5397 6.0138
H -3.0014 -0.4093 5.3189
H -1.4869 -0.8807 4.8589
H -2.8073 1.5576 4.1481
C 2.4928 -3.2238 -2.3517
O 2.2199 -2.0339 -3.0692
H 2.1354 -3.2177 -1.3220
H 1.9742 -4.0551 -2.8291
H 3.5353 -3.5414 -2.3306
H 2.6737 -1.2697 -2.7062
C 0.4644 4.4618 1.4288
O 1.0358 4.1978 0.1218
H 1.1665 4.8580 2.1624
H -0.4339 5.0721 1.3351
H 0.0912 3.5561 1.9069
H 0.6608 4.8128 -0.5128
*
```

Computed properties:
SMILES string: CCO.CCO.CCO.CCO.CCO.CCO.CO.CO.CO.CO.CO
HOMO level, Eh: -0.3575
Frontier orbital gap, eV: 9.87

Entry B
Entry from the OMol25 dataset: 11 unconnected molecules or ions with the total composition C17H56O11 (ωB97M-V with the def2-TZVPD basis set).

The geometry in ORCA input format:
```
! RIJCOSX wB97M-V def2-TZVPD def2/J DEFGRID3
* xyz 0 1
C 12.6392 13.5697 -29.5838
C 11.6735 14.7747 -29.4762
C 12.0555 15.9534 -30.4478
O 10.3209 14.3976 -29.6521
H 12.7396 13.0689 -30.5467
H 12.4364 12.8672 -28.7755
H 13.6753 13.8657 -29.4193
H 11.8092 15.1223 -28.4521
H 11.2670 16.6988 -30.3436
H 11.9519 15.5240 -31.4443
H 13.0831 16.2841 -30.2976
H 9.8379 15.0374 -29.1238
C 9.0814 12.6521 -27.1706
C 9.6339 11.6162 -26.1432
C 11.1304 11.3493 -26.4321
O 9.4671 12.2300 -24.8891
H 9.3439 12.3689 -28.1899
H 9.6120 13.5807 -26.9604
H 8.0105 12.8540 -27.1921
H 9.1060 10.6628 -26.1206
H 11.3763 10.4710 -25.8351
H 11.8730 12.1192 -26.2226
H 11.2473 11.0487 -27.4733
H 8.6053 12.6460 -24.9647
C 12.9433 11.2963 -35.6583
C 13.2697 10.4067 -34.4712
C 13.5190 11.2657 -33.2591
O 12.1629 9.5952 -34.2335
H 12.6081 10.6240 -36.4482
H 13.7617 11.8744 -36.0872
H 12.1191 11.9834 -35.4667
H 14.1488 9.8023 -34.6949
H 14.4020 11.8783 -33.4415
H 13.7188 10.6334 -32.3940
H 12.7241 11.9735 -33.0240
H 11.4153 10.1287 -33.9542
C 14.6349 19.6346 -29.3669
O 15.1977 19.4091 -30.6005
H 14.2537 18.6473 -29.1060
H 15.4461 20.0008 -28.7378
H 13.7923 20.3242 -29.4183
H 14.4878 19.1190 -31.1780
C 16.3967 16.1957 -29.4256
O 15.9380 14.9296 -29.0901
H 16.0090 16.5750 -30.3711
H 16.1036 16.8713 -28.6220
H 17.4714 16.3331 -29.5447
H 16.2523 14.6266 -28.2351
C 10.8012 19.2684 -29.3293
O 9.4328 19.0661 -29.1647
H 11.4259 18.7168 -28.6268
H 11.0017 19.1068 -30.3885
H 10.9960 20.3308 -29.1824
H 9.1316 19.3193 -28.2890
C 14.6720 15.9666 -33.1464
O 15.3204 17.0601 -33.7447
H 13.6806 16.2915 -32.8310
H 14.4972 15.2160 -33.9173
H 15.1695 15.5853 -32.2546
H 16.2024 16.7219 -33.9157
C 14.3277 16.9324 -26.1324
O 14.2276 18.2954 -25.6740
H 15.3246 16.7276 -26.5228
H 14.1376 16.1664 -25.3806
H 13.6457 16.6783 -26.9437
H 14.9007 18.3982 -24.9973
C 16.3254 11.8830 -31.0258
O 16.3749 13.2092 -31.5468
H 15.9018 11.1902 -31.7529
H 17.2902 11.5036 -30.6892
H 15.7569 11.8471 -30.0966
H 16.4474 13.8398 -30.8266
C 9.4781 14.4315 -32.8503
O 10.3047 13.5119 -32.2394
H 8.4366 14.2675 -32.5740
H 9.8942 15.4038 -32.5865
H 9.6267 14.3424 -33.9265
H 10.2804 13.7163 -31.3018
C 9.2177 16.5773 -26.7928
O 9.3935 16.4857 -28.1903
H 8.3068 17.0629 -26.4426
H 9.2345 15.5815 -26.3499
H 9.9833 17.1733 -26.2962
H 9.3968 17.3582 -28.5907
*
```

Computed properties:
SMILES string: CC(C)O.CC(C)O.CC(C)O.CO.CO.CO.CO.CO.CO.CO.CO
HOMO level, Eh: -0.3533
Frontier orbital gap, eV: 9.81

The relative energies come out as entry A 0.133; entry B 0.000, with values in eV.